1.
{"formula": "C5H12O2", "method": "wB97M-V/def2-TZVPD", "charge": 0, "homo_lumo_gap_ev": 8.935, "de_lowest_kj_mol": 350.7, "molar_mass_g_mol": 104.15, "e_tot_ha": -348.07124, "fmax_ev_per_a": 4.09, "elements": ["C", "C", "O", "H", "H", "H", "H", "H", "H", "C", "C", "C", "O", "H", "H", "H", "H", "H", "H"], "positions_angstrom": [[-1.265, -0.527, -0.645], [-2.437, -0.156, -1.508], [-1.357, -1.825, -0.194], [-0.462, -2.108, 0.072], [-1.022, 0.178, 0.179], [0.078, -0.360, -0.892], [-3.363, -0.251, -0.938], [-2.353, 0.867, -1.866], [-2.518, -0.838, -2.352], [1.458, 1.917, 1.026], [1.470, -0.416, 0.067], [1.196, 0.450, 1.101], [1.487, -1.801, 0.305], [1.503, -1.973, 1.254], [2.233, -0.145, -0.659], [0.773, 0.059, 2.020], [2.286, 2.211, 1.680], [0.579, 2.482, 1.335], [1.715, 2.237, 0.015]]}

***

2.
{"formula": "C81H181F2NO7P5S2", "method": "wB97M-V/def2-TZVPD", "charge": 3, "homo_lumo_gap_ev": 5.449, "de_lowest_kj_mol": 438.9, "molar_mass_g_mol": 1538.34, "e_tot_ha": -6478.03158, "fmax_ev_per_a": 9.06, "elements": ["C", "C", "C", "C", "P", "C", "C", "C", "C", "C", "C", "C", "C", "C", "C", "C", "C", "H", "H", "H", "H", "H", "H", "H", "H", "H", "H", "H", "H", "H", "H", "H", "H", "H", "H", "H", "H", "H", "H", "H", "H", "H", "H", "H", "H", "H", "H", "H", "H", "H", "H", "H", "H", "C", "C", "C", "C", "P", "C", "C", "C", "C", "C", "C", "C", "C", "C", "C", "C", "C", "H", "H", "H", "H", "H", "H", "H", "H", "H", "H", "H", "H", "H", "H", "H", "H", "H", "H", "H", "H", "H", "H", "H", "H", "H", "H", "H", "H", "H", "H", "H", "H", "H", "H", "H", "H", "C", "C", "C", "C", "P", "C", "C", "C", "C", "C", "C", "C", "C", "C", "C", "C", "C", "H", "H", "H", "H", "H", "H", "H", "H", "H", "H", "H", "H", "H", "H", "H", "H", "H", "H", "H", "H", "H", "H", "H", "H", "H", "H", "H", "H", "H", "H", "H", "H", "H", "H", "H", "H", "C", "C", "C", "C", "P", "C", "C", "C", "C", "C", "C", "C", "C", "C", "C", "C", "C", "H", "H", "H", "H", "H", "H", "H", "H", "H", "H", "H", "H", "H", "H", "H", "H", "H", "H", "H", "H", "H", "H", "H", "H", "H", "H", "H", "H", "H", "H", "H", "H", "H", "H", "H", "H", "C", "C", "C", "C", "P", "C", "C", "C", "C", "C", "C", "C", "C", "C", "C", "C", "C", "H", "H", "H", "H", "H", "H", "H", "H", "H", "H", "H", "H", "H", "H", "H", "H", "H", "H", "H", "H", "H", "H", "H", "H", "H", "H", "H", "H", "H", "H", "H", "H", "H", "H", "H", "H", "O", "C", "O", "O", "H", "N", "S", "O", "O", "F", "S", "O", "O", "F"], "positions_angstrom": [[3.912, -4.169, -12.506], [5.440, -3.747, -12.449], [6.398, -5.029, -12.402], [7.917, -4.739, -11.954], [8.273, -4.671, -10.154], [9.944, -3.788, -9.754], [10.732, -4.242, -8.509], [11.868, -3.373, -7.918], [11.382, -2.018, -7.363], [6.922, -3.928, -9.137], [7.355, -3.665, -7.689], [6.126, -2.915, -7.046], [6.285, -2.585, -5.530], [8.463, -6.360, -9.304], [7.307, -7.387, -9.363], [7.378, -8.385, -8.225], [6.158, -8.307, -7.308], [3.707, -5.048, -11.896], [3.666, -4.401, -13.542], [3.189, -3.413, -12.200], [5.557, -3.106, -11.575], [5.742, -3.063, -13.242], [6.502, -5.350, -13.438], [6.151, -5.913, -11.814], [8.328, -3.919, -12.543], [8.587, -5.525, -12.302], [9.801, -2.767, -9.400], [10.568, -3.826, -10.646], [11.161, -5.241, -8.583], [10.071, -4.416, -7.659], [12.559, -3.251, -8.752], [12.435, -3.965, -7.198], [12.090, -1.507, -6.711], [10.432, -2.160, -6.847], [11.305, -1.292, -8.172], [6.058, -4.585, -9.242], [6.769, -2.985, -9.661], [8.227, -3.021, -7.583], [7.499, -4.607, -7.160], [5.228, -3.468, -7.319], [6.243, -1.948, -7.534], [5.572, -1.912, -5.053], [7.126, -1.892, -5.506], [6.373, -3.405, -4.818], [8.552, -6.085, -8.252], [9.336, -6.922, -9.634], [7.092, -7.861, -10.320], [6.382, -6.838, -9.190], [8.296, -8.312, -7.642], [7.395, -9.357, -8.717], [6.067, -7.338, -6.818], [6.225, -8.985, -6.458], [5.328, -8.551, -7.972], [-0.309, -8.044, -1.116], [-0.338, -6.672, -1.632], [-1.772, -6.096, -1.714], [-2.733, -6.769, -2.738], [-4.275, -6.034, -3.232], [-5.253, -7.051, -4.261], [-5.720, -8.510, -3.844], [-6.560, -9.276, -4.911], [-6.984, -10.700, -4.490], [-5.314, -5.589, -1.754], [-5.605, -6.740, -0.782], [-5.896, -6.174, 0.645], [-4.697, -5.485, 1.332], [-3.741, -4.541, -4.032], [-2.876, -4.774, -5.254], [-2.401, -3.466, -5.978], [-3.516, -3.095, -6.930], [0.714, -8.381, -0.953], [-0.614, -8.671, -1.955], [-0.853, -8.369, -0.229], [0.446, -6.432, -2.350], [0.069, -6.039, -0.843], [-1.706, -5.042, -1.982], [-2.117, -6.188, -0.684], [-2.973, -7.711, -2.246], [-2.240, -6.899, -3.702], [-4.689, -7.148, -5.189], [-6.086, -6.415, -4.562], [-6.409, -8.583, -3.003], [-4.831, -9.027, -3.482], [-5.940, -9.340, -5.805], [-7.378, -8.660, -5.285], [-6.068, -11.223, -4.214], [-7.345, -11.193, -5.392], [-7.848, -10.853, -3.844], [-6.258, -5.115, -2.023], [-4.688, -4.845, -1.262], [-4.828, -7.485, -0.609], [-6.493, -7.276, -1.119], [-6.332, -6.864, 1.367], [-6.725, -5.486, 0.476], [-4.933, -5.008, 2.283], [-4.448, -4.586, 0.769], [-3.827, -6.139, 1.396], [-3.246, -3.976, -3.242], [-4.721, -4.099, -4.213], [-3.332, -5.459, -5.970], [-1.942, -5.303, -5.063], [-1.518, -3.623, -6.596], [-2.170, -2.627, -5.321], [-4.482, -3.068, -6.426], [-3.490, -3.833, -7.732], [-3.400, -2.041, -7.180], [-0.768, -6.560, 17.341], [-0.179, -6.448, 15.928], [-0.089, -5.034, 15.387], [0.451, -4.909, 13.929], [0.508, -3.224, 13.139], [1.172, -3.192, 11.371], [0.411, -4.040, 10.379], [0.766, -3.927, 8.925], [0.260, -2.645, 8.136], [-1.192, -2.467, 13.208], [-2.414, -3.390, 12.604], [-3.718, -2.519, 12.592], [-4.911, -3.380, 12.125], [1.466, -2.066, 14.202], [1.700, -0.724, 13.653], [3.010, -0.076, 14.146], [3.065, 1.397, 13.589], [-0.584, -7.574, 17.696], [-1.806, -6.232, 17.395], [-0.133, -5.978, 18.008], [-0.694, -7.096, 15.219], [0.822, -6.839, 16.111], [0.370, -4.366, 16.116], [-1.159, -4.828, 15.356], [-0.127, -5.555, 13.269], [1.478, -5.202, 13.713], [2.261, -3.240, 11.369], [0.845, -2.168, 11.188], [-0.671, -3.997, 10.256], [0.615, -5.067, 10.683], [0.532, -4.809, 8.329], [1.852, -3.849, 8.960], [0.312, -2.839, 7.065], [0.817, -1.734, 8.358], [-0.725, -2.263, 8.404], [-0.998, -1.608, 12.566], [-1.428, -2.115, 14.213], [-2.617, -4.243, 13.252], [-2.269, -3.654, 11.557], [-3.617, -1.538, 12.129], [-3.971, -2.187, 13.599], [-5.799, -2.750, 12.071], [-5.181, -4.150, 12.848], [-4.756, -3.878, 11.168], [2.387, -2.632, 14.345], [1.027, -1.998, 15.197], [0.857, -0.049, 13.799], [1.723, -0.628, 12.567], [3.915, -0.586, 13.816], [3.092, -0.139, 15.231], [2.131, 1.749, 13.150], [3.703, 1.318, 12.709], [3.599, 2.089, 14.239], [1.101, 10.873, -2.199], [2.686, 10.722, -2.210], [3.330, 9.961, -3.432], [2.922, 8.405, -3.601], [3.902, 7.651, -4.996], [5.133, 6.535, -4.204], [5.835, 7.106, -2.949], [6.698, 6.069, -2.231], [7.934, 5.648, -3.017], [2.855, 6.559, -5.983], [2.000, 7.289, -7.033], [0.641, 7.912, -6.489], [-0.215, 6.956, -5.769], [4.697, 8.840, -6.133], [5.526, 8.187, -7.264], [6.047, 9.121, -8.254], [6.780, 10.348, -7.692], [0.865, 11.555, -1.382], [0.439, 10.015, -2.075], [0.782, 11.358, -3.121], [2.894, 10.407, -1.187], [3.033, 11.748, -2.332], [4.410, 9.918, -3.290], [3.122, 10.616, -4.277], [1.866, 8.362, -3.868], [2.985, 7.851, -2.665], [5.890, 6.160, -4.892], [4.436, 5.766, -3.871], [5.093, 7.578, -2.305], [6.447, 7.889, -3.397], [5.986, 5.303, -1.924], [7.008, 6.407, -1.242], [8.491, 6.481, -3.448], [7.526, 5.144, -3.893], [8.469, 4.946, -2.378], [2.227, 5.891, -5.392], [3.532, 5.922, -6.553], [1.587, 6.535, -7.703], [2.606, 7.889, -7.712], [-0.045, 8.302, -7.240], [0.924, 8.804, -5.930], [-1.255, 7.262, -5.887], [0.090, 6.895, -4.724], [-0.131, 5.942, -6.159], [5.354, 9.519, -5.590], [3.993, 9.558, -6.553], [4.976, 7.428, -7.821], [6.369, 7.709, -6.766], [5.264, 9.356, -8.975], [6.830, 8.615, -8.818], [7.299, 10.873, -8.494], [7.621, 9.999, -7.093], [6.159, 11.015, -7.094], [-7.741, 7.181, 1.446], [-6.418, 6.630, 1.966], [-6.392, 6.760, 3.514], [-5.068, 6.303, 4.097], [-4.936, 5.358, 5.649], [-3.205, 4.926, 6.081], [-2.460, 6.295, 6.464], [-1.004, 6.038, 6.656], [-0.330, 5.961, 5.367], [-5.639, 6.314, 7.119], [-7.044, 6.944, 6.966], [-7.282, 7.969, 8.120], [-8.571, 8.812, 8.021], [-5.967, 3.819, 5.575], [-7.491, 3.887, 5.181], [-7.700, 3.274, 3.757], [-9.140, 3.268, 3.143], [-8.722, 6.824, 1.757], [-7.516, 7.155, 0.380], [-7.653, 8.255, 1.610], [-5.659, 7.247, 1.484], [-6.331, 5.561, 1.771], [-7.272, 6.235, 3.884], [-6.383, 7.795, 3.855], [-4.483, 7.206, 4.267], [-4.478, 5.881, 3.283], [-2.767, 4.507, 5.175], [-3.319, 4.228, 6.910], [-2.965, 6.656, 7.360], [-2.625, 6.967, 5.622], [-0.816, 5.239, 7.374], [-0.601, 6.921, 7.151], [-0.554, 4.964, 4.987], [0.757, 5.887, 5.384], [-0.759, 6.671, 4.660], [-4.963, 7.165, 7.201], [-5.427, 5.687, 7.985], [-7.881, 6.246, 6.954], [-7.107, 7.476, 6.017], [-6.425, 8.643, 8.106], [-7.375, 7.663, 9.162], [-8.739, 9.464, 7.164], [-8.757, 9.606, 8.744], [-9.411, 8.139, 8.196], [-5.803, 3.349, 6.545], [-5.413, 3.277, 4.809], [-7.883, 4.900, 5.281], [-8.049, 3.282, 5.896], [-7.461, 2.221, 3.901], [-6.933, 3.509, 3.019], [-9.562, 4.273, 3.119], [-9.837, 2.913, 3.903], [-9.164, 2.827, 2.147], [-1.209, 2.393, -1.686], [-0.917, 2.469, -0.361], [-1.737, 1.893, 0.428], [0.132, 3.029, 0.082], [-1.898, 1.728, -1.613], [-9.734, -1.553, -6.103], [-9.736, -0.057, -5.994], [-10.673, 0.659, -5.218], [-9.331, 0.659, -7.184], [-8.461, 0.195, -5.065], [-10.958, -1.707, -7.131], [-10.866, -1.121, -8.524], [-12.309, -1.710, -6.596], [-10.722, -3.254, -7.430]]}

***

3.
{"formula": "C4H6N4", "method": "wB97M-V/def2-TZVPD", "charge": 0, "homo_lumo_gap_ev": 8.323, "de_lowest_kj_mol": 782.4, "molar_mass_g_mol": 110.12, "e_tot_ha": -374.76335, "fmax_ev_per_a": 6.52, "elements": ["C", "C", "C", "C", "H", "H", "H", "H", "H", "H", "N", "N", "N", "N"], "positions_angstrom": [[0.641, -0.328, -1.122], [1.932, -0.167, -0.574], [1.712, 0.491, 0.758], [-0.563, 0.746, 0.738], [-2.680, -0.165, -0.445], [-1.496, -2.029, -0.246], [0.228, -1.281, -1.797], [2.886, -0.819, -0.744], [2.705, 0.707, 1.371], [-2.536, 1.136, 1.089], [-1.505, -0.840, -1.011], [-0.497, 0.206, -0.605], [0.643, 0.846, 1.357], [-1.470, 1.497, 1.231]]}

***

Q: Number 1 is which compound?
A: C5H12O2